P | Below is 2 unconnected molecules or ions with the total composition C4H11NO, with properties calculated with the ωB97M-V functional and the def2-TZVPD basis.

Cartesian coordinates (Å):
1 C 1.023 0.782 -2.041
2 C -0.329 0.006 -2.310
3 C -0.843 -0.784 -1.088
4 C -0.435 -0.474 0.198
5 N -1.955 -1.481 -1.330
6 H 0.941 1.451 -1.184
7 H 1.662 -0.036 -1.675
8 H 1.460 1.178 -2.952
9 H -1.179 0.642 -2.581
10 H -0.011 -0.696 -3.107
11 H 0.621 -0.370 0.385
12 H -1.093 -0.521 1.072
13 H -2.630 -1.562 -0.578
14 H -2.275 -1.690 -2.264
15 H 1.507 1.371 7.165
16 H 2.069 0.723 6.080
17 O 1.466 1.464 6.211

Summary:
expectation value of S² = 0.761
total charge = +1
spin multiplicity = 2
LUMO energy (spin up / spin down) = -4.2185 / -7.1928 eV
orbital gap (spin up / spin down) = 0.34114 / 0.23183 Eh
HOMO level (spin up / spin down) = -13.5 / -13.5 eV

Results of the Mulliken charge analysis, in e, for atoms 1 through 5: atom 1 (C): -1.29, atom 2 (C): -0.38, atom 3 (C): 0.85, atom 4 (C): -0.87, atom 5 (N): -0.30

=====

Q | Below is 2 unconnected molecules or ions with the total composition C4H11NO, with properties calculated with the ωB97M-V functional and the def2-TZVPD basis.

Cartesian coordinates (Å):
1 C -2.007 -0.625 5.121
2 C -1.455 -1.776 4.431
3 C -2.108 -2.882 4.365
4 H -1.497 0.171 5.443
5 H -2.079 -1.176 6.032
6 H -3.015 -0.289 5.018
7 H -0.442 -1.993 4.255
8 H -1.743 -3.712 3.798
9 H -3.239 -2.870 4.616
10 N 2.009 0.415 -4.408
11 C 2.045 1.755 -3.924
12 O 1.070 2.674 -4.509
13 H 1.644 0.142 -5.354
14 H 2.891 0.015 -4.295
15 H 3.128 2.256 -4.178
16 H 1.825 1.689 -2.862
17 H 1.048 2.642 -5.501

Summary:
expectation value of S² = 0.755
total charge = +1
spin multiplicity = 2
LUMO energy (spin up / spin down) = -4.0559 / -9.6047 eV
orbital gap (spin up / spin down) = 0.24632 / 0.04241 Eh
HOMO level (spin up / spin down) = -10.8 / -10.8 eV

Results of the Mulliken charge analysis, in e, for atoms 1 through 5: atom 1 (C): -1.27, atom 2 (C): 0.08, atom 3 (C): -0.74, atom 4 (H): 0.43, atom 5 (H): 0.34

=====

R | Below is 2 unconnected molecules or ions with the total composition C4H11NO, with properties calculated with the ωB97M-V functional and the def2-TZVPD basis.

Cartesian coordinates (Å):
1 C 0.758 -0.875 -0.997
2 C 0.615 -1.450 0.371
3 O 1.581 -1.706 1.093
4 N -0.722 -1.549 0.773
5 H 1.036 0.174 -0.931
6 H -0.254 -0.709 -1.454
7 H -1.005 -1.656 1.690
8 H -1.475 -1.024 0.146
9 H 1.609 -1.306 -1.596
10 C -1.312 1.753 -0.416
11 C -0.467 3.001 -0.513
12 H -2.074 1.985 -1.218
13 H -0.886 0.773 -0.673
14 H -1.576 1.593 0.598
15 H 0.581 2.704 -0.221
16 H -0.492 3.790 0.191
17 H -0.615 3.602 -1.356

Summary:
expectation value of S² = 0.756
total charge = +1
spin multiplicity = 2
LUMO energy (spin up / spin down) = -4.7252 / -9.6265 eV
orbital gap (spin up / spin down) = 0.35594 / 0.17566 Eh
HOMO level (spin up / spin down) = -14.4 / -14.4 eV

Results of the Mulliken charge analysis, in e, for atoms 1 through 5: atom 1 (C): -1.01, atom 2 (C): 0.97, atom 3 (O): -0.12, atom 4 (N): -0.34, atom 5 (H): 0.33

=====

It turns out P is the most stable, with the second structure 0.0763 hartree higher.

=====

P | Below is a gas-phase ion, C4H11NO (charge +1), with properties calculated with the ωB97M-V functional and the def2-TZVPD basis.

Cartesian coordinates (Å):
1 C -0.139 -0.726 0.731
2 C -0.727 0.476 -0.047
3 C -2.210 0.684 0.114
4 O -0.547 0.317 -1.458
5 C 1.331 -0.974 0.380
6 N 2.198 0.222 0.185
7 H -0.197 -0.426 1.786
8 H -0.773 -1.586 0.561
9 H -0.321 1.407 0.379
10 H -2.746 -0.178 -0.282
11 H -2.594 1.589 -0.341
12 H -2.501 0.648 1.175
13 H 0.278 -0.126 -1.662
14 H 1.748 -1.564 1.208
15 H 1.361 -1.567 -0.541
16 H 1.819 0.936 0.828
17 H 3.164 0.121 0.521

Summary:
expectation value of S² = 0.755
total charge = +1
spin multiplicity = 2
LUMO energy (spin up / spin down) = -3.8173 / -9.6991 eV
orbital gap (spin up / spin down) = 0.39934 / 0.18021 Eh
HOMO level (spin up / spin down) = -14.7 / -14.6 eV

Results of the Mulliken charge analysis, in e, for atoms 1 through 5: atom 1 (C): -0.45, atom 2 (C): 0.39, atom 3 (C): -1.54, atom 4 (O): -0.44, atom 5 (C): -0.76

=====

Q | Below is 2 unconnected molecules or ions with the total composition C4H11NO, with properties calculated with the ωB97M-V functional and the def2-TZVPD basis.

Cartesian coordinates (Å):
1 C -0.862 1.830 -1.430
2 C -0.855 0.999 -0.352
3 N -0.461 -0.351 -0.298
4 C -0.122 -1.021 0.891
5 C -0.542 -2.461 0.818
6 H -1.323 2.761 -1.210
7 H -0.579 1.332 -2.412
8 H -1.173 1.371 0.612
9 H 0.231 -0.629 -1.059
10 H -0.822 -0.611 1.727
11 H 0.980 -1.046 1.073
12 H -0.036 -3.195 0.160
13 H -1.610 -2.513 0.584
14 H -0.214 -2.881 1.793
15 H 2.715 1.508 0.807
16 H 1.429 1.568 -0.047
17 O 2.240 1.088 0.062

Summary:
expectation value of S² = 0.778
total charge = +1
spin multiplicity = 2
LUMO energy (spin up / spin down) = -3.7992 / -7.8150 eV
orbital gap (spin up / spin down) = 0.42443 / 0.28528 Eh
HOMO level (spin up / spin down) = -15.3 / -15.6 eV

Results of the Mulliken charge analysis, in e, for atoms 1 through 5: atom 1 (C): -0.44, atom 2 (C): -0.19, atom 3 (N): 0.02, atom 4 (C): -0.11, atom 5 (C): -1.30

=====

It turns out Q is the most stable, with the second structure 0.0274 hartree higher.

=====

P | Below is C6H7P in the gas phase, with properties calculated with the ωB97M-V functional and the def2-TZVPD basis.

Cartesian coordinates (Å):
1 C 1.632 -1.270 -0.110
2 C 0.336 -1.271 0.239
3 C 2.368 -0.044 -0.233
4 C -2.303 1.397 -0.033
5 C -1.418 0.440 -0.345
6 C -0.417 -0.056 0.541
7 P 1.684 1.461 0.063
8 H 2.157 -2.194 -0.309
9 H -0.207 -2.209 0.297
10 H 3.405 -0.119 -0.536
11 H -3.013 1.761 -0.757
12 H -2.327 1.852 0.947
13 H -1.415 0.022 -1.348
14 H -0.480 0.229 1.586

Summary:
total charge = 0
spin multiplicity = 1
LUMO energy (spin up / spin down) = -0.3504 / -0.3560 eV
orbital gap (spin up / spin down) = 0.26696 / 0.26617 Eh
HOMO level (spin up / spin down) = -7.6 / -7.6 eV

Results of the Mulliken charge analysis, in e, for atoms 1 through 5: atom 1 (C): -0.37, atom 2 (C): -0.12, atom 3 (C): -0.17, atom 4 (C): -0.80, atom 5 (C): 0.12

=====

Q | Below is C6H7P in the gas phase, with properties calculated with the ωB97M-V functional and the def2-TZVPD basis.

Cartesian coordinates (Å):
1 C 0.323 -0.914 -3.698
2 P 0.244 -2.396 -2.960
3 C 0.377 -1.597 -1.452
4 C -0.005 -0.879 -0.410
5 C -0.403 0.551 -0.688
6 C 0.221 -1.237 1.013
7 C 0.303 -0.390 2.031
8 H 0.712 -0.088 -3.321
9 H -1.115 0.749 0.052
10 H -1.013 0.564 -1.747
11 H 0.366 1.226 -0.866
12 H 0.696 -2.308 1.101
13 H 0.617 -0.772 2.915
14 H 0.084 0.590 1.963

Summary:
total charge = 0
spin multiplicity = 1
SMILES string = C#P=C=C(C)C=C
LUMO energy (spin up / spin down) = -0.2583 / -0.3780 eV
orbital gap (spin up / spin down) = 0.30969 / 0.28768 Eh
HOMO level (spin up / spin down) = -8.7 / -8.2 eV

Results of the Mulliken charge analysis, in e, for atoms 1 through 5: atom 1 (C): -0.50, atom 2 (P): -0.17, atom 3 (C): -0.72, atom 4 (C): 1.60, atom 5 (C): -1.47

=====

It turns out P is the most stable, with the second structure 0.1331 hartree higher.